(i)
Below is a cluster of 2 separate species, C2H5NOS in total, with properties calculated with wB97M-V/def2-TZVPD.

Last column: Löwdin charge in e.
Cartesian coordinates (Å):
C 0.0785 1.4089 0.9211  -0.529
C -0.0022 -1.3495 -0.2080  0.007
N 1.1747 1.8167 0.4198  0.020
O -1.2177 -0.1164 2.5376  -0.571
S 0.1057 0.0124 2.0093  0.891
H -0.9541 1.6987 0.6246  0.096
H 1.0630 -1.5013 -0.0953  -0.007
H -0.3681 -0.4586 -0.6663  -0.035
H -0.7452 -2.2058 -0.1981  0.040
H 1.1615 2.4580 -0.4368  0.088

---

(ii)
Below is a cluster of 2 separate species, C2H5NOS in total, with properties calculated with wB97M-V/def2-TZVPD.

Last column: Löwdin charge in e.
Cartesian coordinates (Å):
C 0.0003 0.2397 -0.6187  -0.101
C -0.5892 -0.0223 0.7287  -0.368
N -1.8726 -0.4161 0.7922  -0.500
O -2.1344 -1.0384 1.9930  -0.451
S -2.3385 -2.0456 0.6901  0.899
H 0.9078 0.8748 -0.5384  0.089
H -0.8462 0.6751 -1.1515  0.079
H 0.3051 -0.7244 -1.0535  0.075
H -0.3591 0.6801 1.5106  0.101
H 0.0690 -1.4262 1.3717  0.178

---

(iii)
Below is a cluster of 2 separate species, C2H5NOS in total, with properties calculated with wB97M-V/def2-TZVPD.

Last column: Löwdin charge in e.
Cartesian coordinates (Å):
C 2.1347 -0.6146 -0.5169  -0.073
C 1.0271 -0.6147 0.1743  -0.118
N -1.6773 1.1636 0.8433  -0.315
O -3.3347 0.4190 -0.9881  -0.509
S -1.9693 0.7423 -0.5831  0.825
H 2.2014 -1.1066 -1.4189  0.022
H 3.0610 -0.3676 -0.0746  0.039
H -0.0054 -0.8205 -0.2476  0.002
H 0.9316 -0.0571 1.1514  0.061
H -2.3692 1.2561 1.6602  0.067

---

Energies, relative to the best one, in kcal/mol: (i) 37.2; (ii) 85.2; (iii) 0.0.

---

(i)
Below is a cluster of 2 separate species, C2H5NOS in total, with properties calculated with wB97M-V/def2-TZVPD.

Last column: Löwdin charge in e.
Cartesian coordinates (Å):
C -0.4056 -0.0841 0.1249  -0.221
C -1.8227 -0.4230 -0.1309  -0.048
N 0.6823 0.1801 0.3287  0.166
O 3.3101 0.7478 0.7617  -0.383
S 4.6481 -0.2074 -0.3853  0.200
H -2.2888 -1.0636 0.5850  0.072
H -2.2698 0.5382 -0.2491  0.071
H -1.9235 -1.0715 -1.0312  0.100
H 3.7380 1.6126 0.9373  0.085
H 2.7035 0.7474 0.0133  -0.041

---

(ii)
Below is the molecule C2H5NOS, with properties calculated with wB97M-V/def2-TZVPD.

Last column: Löwdin charge in e.
Cartesian coordinates (Å):
C 0.0425 -0.7250 -0.1233  -0.078
C -0.5054 0.7652 -0.5409  -0.276
N -1.6051 0.6011 -1.4455  -0.340
O -3.6306 -0.1518 -2.6885  -0.513
S -2.7616 -0.3549 -1.5250  0.893
H -0.4889 -1.3604 0.4476  0.012
H 0.3241 -1.2886 -0.9853  0.061
H 0.9063 -0.5257 0.4638  0.051
H 0.3871 1.2488 -0.9907  0.108
H -0.7663 1.3887 0.2659  0.082

---

Energies, relative to the best one, in kcal/mol: (i) 26.0; (ii) 0.0.

---

(i)
Below is a cluster of 2 separate species, C5H5NO4S in total, with properties calculated with wB97M-V/def2-TZVPD.

Last column: Löwdin charge in e.
Cartesian coordinates (Å):
C 1.5455 1.4949 1.5277  -0.242
C -1.2793 0.2381 -0.7951  -0.410
C -2.4585 0.2581 1.2923  -0.248
C 1.1015 0.5294 0.4993  -0.498
C 1.6272 -1.0925 -1.5912  -0.244
N 1.6934 2.1875 2.4735  0.127
O -1.8072 1.0228 1.9531  0.117
O -1.0776 -0.2513 -1.8168  0.124
O 0.3402 -0.6933 0.8131  -0.361
O -2.0015 -0.4019 0.1495  0.030
S 1.8826 -0.9971 0.1975  1.149
H -0.8786 1.1995 -0.4729  0.137
H -3.4720 -0.1797 1.4986  0.162
H 2.6531 -1.0961 -1.9579  0.059
H 1.1892 -1.9746 -1.7636  0.000
H 0.9421 -0.2439 -2.0074  0.099

---

(ii)
Below is the molecule C5H5NO4S, with properties calculated with wB97M-V/def2-TZVPD.

Last column: Löwdin charge in e.
Cartesian coordinates (Å):
C -1.5818 -0.7687 1.2199  -0.059
C -2.1791 -0.9867 -0.1487  -0.780
C 0.8873 0.8318 -0.1074  -0.495
C -0.4761 1.0765 0.5261  -0.519
C 2.2248 -0.7895 -0.8769  -0.091
N -0.8717 0.2444 1.5358  0.133
O -2.7750 -2.0038 -0.4747  0.020
O 1.6486 1.6215 -0.5247  0.188
O -0.5808 2.4245 0.7564  0.056
O 1.0939 -0.4978 -0.1779  -0.048
S -1.7428 0.3523 -1.0757  1.025
H -1.6659 -1.4510 1.9828  0.105
H 2.5382 -1.8696 -0.9630  0.118
H 3.0239 -0.1848 -0.5328  0.085
H 2.0089 -0.6089 -1.9644  0.120
H -1.5527 2.6098 0.8251  0.142

Values from the calculation:
* SMILES: COC(=O)[C@]1(O)N=CC(=O)S1

---

(iii)
Below is the molecule C5H5NO4S, with properties calculated with wB97M-V/def2-TZVPD.

Last column: Löwdin charge in e.
Cartesian coordinates (Å):
C -1.9593 -2.0108 -0.2728  -0.108
C 0.0342 -0.1675 -0.1918  -0.375
C -1.2557 -0.3797 -0.5037  -0.155
C 2.0160 0.8387 0.3826  -0.059
C 2.2317 -0.6301 0.1944  -0.131
N -2.5153 -2.9504 0.0668  0.097
O -2.0272 1.5689 1.0341  -0.340
O -2.3411 1.8170 -1.4899  -0.355
O 0.6155 1.0391 -0.0491  0.023
O 0.9520 -1.1839 -0.0789  0.007
S -2.3021 1.0128 -0.2706  0.696
H 2.1665 1.3792 1.2867  0.122
H 2.5692 1.4633 -0.4143  0.160
H 2.9864 -0.9884 -0.6166  0.162
H 2.4321 -1.2918 1.1161  0.159
H -3.6028 0.4836 -0.1930  0.098

Values from the calculation:
* SMILES: N#CC(=C1OCCO1)[SH](=O)=O

---

Energies, relative to the best one, in kcal/mol: (i) 98.3; (ii) 0.0; (iii) 73.3.

---

(i)
Below is the ion C5H6NO with charge +1, with properties calculated with wB97M-V/def2-TZVPD.

Last column: Löwdin charge in e.
Cartesian coordinates (Å):
C 2.2921 -0.9151 -1.1657  0.303
C 0.5444 -1.0639 -1.3294  0.248
C -0.4423 -0.4062 0.8411  -0.024
C -0.3927 0.8309 0.0686  -0.045
C -0.5676 -0.4882 -0.7219  -0.171
N 1.6681 -1.9658 -1.6080  -0.269
O 1.7643 -3.1353 -1.8986  0.130
H 3.2515 -0.5299 -0.8572  0.140
H 0.3769 -0.5922 1.5110  0.125
H -1.3545 -0.6612 1.4125  0.146
H -1.2121 1.3811 0.0739  0.073
H 0.4339 1.4812 -0.2074  0.141
H -1.5890 -0.9332 -1.0549  0.203

Values from the calculation:
* SMILES: O=[n+]1cc1C1CC1
* charge: +1

---

(ii)
Below is the ion C5H6NO with charge +1, with properties calculated with wB97M-V/def2-TZVPD.

Last column: Löwdin charge in e.
Cartesian coordinates (Å):
C 0.8610 0.0948 2.0857  -0.353
C 1.0992 1.1732 1.0352  0.163
C 0.6375 0.5676 0.0130  0.164
C -1.3608 -0.4196 -1.2195  -0.053
C 0.1359 -0.1510 -1.0980  -0.158
N 0.9035 -0.6361 3.0578  0.328
O 0.3105 -1.0666 1.7021  0.002
H 1.6551 2.0651 1.2850  0.163
H -1.8199 -1.3588 -0.8893  0.101
H -1.7371 -0.3033 -2.3046  0.125
H -1.8152 0.3978 -0.6236  0.101
H 0.2261 0.6403 -1.9529  0.226
H 0.9042 -1.0035 -1.0909  0.192

Values from the calculation:
* charge: +1

---

Energies, relative to the best one, in kcal/mol: (i) 9.9; (ii) 0.0.

---

(i)
Below is a cluster of 2 separate species, C5H6NO in total, with properties calculated with wB97M-V/def2-TZVPD.

Last column: Löwdin charge in e.
Cartesian coordinates (Å):
C 0.8320 -1.5602 -1.3795  0.467
C 0.2365 -1.3964 -0.2920  -0.184
C -0.2899 0.0582 1.1175  -0.078
C 0.5034 0.2787 -0.1362  -0.170
C 0.0052 1.1823 -1.2124  -0.003
N -0.3269 -1.3017 0.8932  0.133
O -1.1692 -2.7168 1.9407  0.028
H 0.3702 0.3005 1.9333  0.176
H -1.3223 0.4605 1.3886  0.219
H 1.4780 0.4151 0.1613  0.133
H 0.6868 2.0465 -1.3390  0.129
H -0.9257 1.6346 -1.0096  0.088
H -0.0780 0.5987 -2.0661  0.062

Values from the calculation:
* charge: +1

---

(ii)
Below is the ion C5H6NO with charge +1, with properties calculated with wB97M-V/def2-TZVPD.

Last column: Löwdin charge in e.
Cartesian coordinates (Å):
C 2.8956 -0.4051 -0.1122  -0.281
C 1.8618 -1.4235 -0.1908  0.226
C 1.1218 -0.4097 0.2153  0.103
C -0.9553 0.2758 -0.3621  -0.040
C 0.1312 0.4551 0.7162  -0.140
N 3.9209 0.2243 -0.2398  0.283
O 2.8323 0.9856 0.3031  0.036
H 1.7259 -2.3784 -0.6111  0.154
H -0.6212 0.7907 -1.3545  0.143
H -1.8803 0.7113 0.0717  0.113
H -1.1625 -0.7717 -0.6273  0.094
H -0.2396 0.1374 1.7099  0.173
H 0.4390 1.4560 0.6519  0.135

Values from the calculation:
* charge: +1

---

Energies, relative to the best one, in kcal/mol: (i) 130.1; (ii) 0.0.

---

(i)
Below is the molecule C4H6N2OS, with properties calculated with wB97M-V/def2-TZVPD.

Last column: Löwdin charge in e.
Cartesian coordinates (Å):
C -0.5511 -0.0499 2.1031  -0.110
C -0.6346 -0.0276 0.6801  -0.230
C 0.6635 0.3285 0.3560  -0.354
C 1.1582 0.5066 -1.1311  -0.442
N 0.6307 0.1790 2.5348  0.067
N -1.7238 -0.4197 -0.2024  0.113
O 1.3823 0.4479 1.4306  0.000
S 1.5994 -1.1585 -1.8055  0.685
H -1.4098 -0.3042 2.7061  0.120
H 0.2270 0.9390 -1.7291  0.111
H 2.0358 1.1885 -1.0151  0.079
H -2.6550 -0.3696 0.0943  0.059
H -1.5367 -0.0394 -1.1015  0.047
H 0.8143 -1.2206 -2.9202  -0.145

Values from the calculation:
* SMILES: Nc1cnoc1CS

---

(ii)
Below is the molecule C4H6N2OS, with properties calculated with wB97M-V/def2-TZVPD.

Last column: Löwdin charge in e.
Cartesian coordinates (Å):
C -0.2249 1.0724 2.5202  -0.016
C -0.8640 -0.8059 0.9315  -0.323
C -0.2110 1.2481 -1.0067  -0.189
C 0.1700 -0.0909 -1.6924  -0.574
H -0.5840 0.3092 3.3142  0.114
H 0.8279 1.4121 2.5359  0.090
H -0.7761 1.9905 2.6752  0.070
H -0.7011 -1.4894 1.8421  0.152
H -0.2543 2.1141 -1.7356  0.123
H -0.3940 -0.5247 -2.5622  0.065
N -0.5433 0.5101 1.1694  -0.166
N -0.4762 1.4220 0.2149  0.035
O -1.1458 -1.4164 -0.0855  -0.017
S 1.5602 -0.9092 -1.2244  0.636

Values from the calculation:
* SMILES: CN(C=O)/N=C\C=S

---

(iii)
Below is the molecule C4H6N2OS, with properties calculated with wB97M-V/def2-TZVPD.

Last column: Löwdin charge in e.
Cartesian coordinates (Å):
C 2.0636 -1.4797 -0.4111  -0.414
C -1.4114 0.6727 -0.2051  -0.477
C -2.3371 -0.3607 0.2328  -0.031
C 0.0053 0.4139 0.1242  -0.142
N 2.0985 1.1686 0.0551  -0.303
N 0.8541 1.3270 -0.1425  -0.002
O -1.7335 1.6442 -0.8825  0.061
S 3.1018 -0.4041 0.1580  0.891
H 2.1759 -2.5813 -0.0982  0.005
H -2.2952 -1.0947 -0.5799  0.108
H -3.2519 0.1968 0.3645  0.089
H -2.0667 -0.8445 1.1790  0.090
H 0.1466 -0.6409 0.3056  0.057
H 2.6501 1.9828 -0.0999  0.070

---

(iv)
Below is the molecule C4H6N2OS, with properties calculated with wB97M-V/def2-TZVPD.

Last column: Löwdin charge in e.
Cartesian coordinates (Å):
C 2.3983 -1.5374 0.0351  -0.045
C 1.1804 -0.6467 0.0376  -0.258
C -0.9050 -0.1296 -0.0183  -0.751
C 1.1147 0.7150 0.0375  -0.311
H 2.2037 -2.2849 -0.7808  0.090
H 3.3275 -1.0724 -0.1881  0.048
H 2.4379 -2.0720 1.0314  0.093
H -3.0267 -1.2179 -0.5655  -0.100
H -0.5792 1.9373 -0.1846  0.127
H 2.9210 1.3816 0.1936  0.111
N -0.1729 -1.1814 -0.0869  0.103
N -0.2159 1.0451 -0.0485  0.104
O 2.0465 1.7350 -0.0372  0.068
S -2.7291 -0.0004 0.0743  0.719

Values from the calculation:
* SMILES: Cc1nc(S)[nH]c1O

---

Energies, relative to the best one, in kcal/mol: (i) 44.9; (ii) 59.3; (iii) 113.1; (iv) 0.0.

---

(i)
Below is the molecule C4H6N2OS, with properties calculated with wB97M-V/def2-TZVPD.

Last column: Löwdin charge in e.
Cartesian coordinates (Å):
C -0.8504 0.3434 -0.0696  -0.395
C 0.6927 -1.3462 0.3681  -0.455
C 1.4486 1.3312 0.0534  -0.414
C 0.0864 1.4236 0.0792  -0.135
H -2.6467 -1.1011 0.4161  0.033
H -3.9143 -0.1117 0.2849  0.115
H 0.6256 -1.3841 1.4594  0.092
H 0.7415 -2.4284 0.0695  0.115
H 2.1867 2.1834 0.3649  0.106
H -0.4072 2.3494 0.4088  0.116
N -2.9527 -0.3438 -0.0699  0.016
N -2.0828 0.7010 -0.0508  0.034
O -0.4693 -0.9780 -0.2963  -0.092
S 2.1346 -0.2935 -0.1484  0.867

Values from the calculation:
* SMILES: N/N=C1/C=CSCO1

---

(ii)
Below is the molecule C4H6N2OS, with properties calculated with wB97M-V/def2-TZVPD.

Last column: Löwdin charge in e.
Cartesian coordinates (Å):
C 0.0304 1.1709 0.8226  -0.240
C 0.4819 0.1361 -0.1723  -0.226
C 1.7213 -0.3165 -0.4462  -0.068
C -0.3175 -0.6520 -1.0486  -0.661
H -0.3575 -0.1090 2.3633  0.067
H -1.6986 0.3551 1.5772  0.043
H 0.8946 1.6585 1.2640  0.111
H -0.5190 1.9489 0.2944  0.116
H 2.7305 -0.0825 -0.0654  0.148
H -2.1761 -1.4751 -2.1542  -0.126
N -0.7997 0.6769 1.9192  0.007
N 0.3886 -1.4820 -1.7661  0.049
O 1.6942 -1.2775 -1.3871  -0.039
S -2.0731 -0.5518 -1.2006  0.819

Values from the calculation:
* SMILES: NCc1conc1S

---

(iii)
Below is the molecule C4H6N2OS, with properties calculated with wB97M-V/def2-TZVPD.

Last column: Löwdin charge in e.
Cartesian coordinates (Å):
C 2.6123 0.4014 -0.0618  -0.452
C -1.1775 -0.3642 -0.5423  -0.263
C -0.6988 -1.3724 0.4462  -0.461
C -0.5560 0.9570 -0.3542  -0.331
N -0.4629 1.4336 0.8006  0.089
N 1.6764 -0.3003 -0.0829  -0.257
O 3.3222 1.2812 -0.1343  0.182
S 1.0523 -1.8297 0.1505  0.913
H -1.0695 -0.7530 -1.4960  0.087
H -2.1700 -0.0839 -0.1994  0.128
H -0.8428 -1.0830 1.5446  0.110
H -1.2159 -2.2110 0.3910  0.012
H -0.4022 1.5462 -1.4422  0.167
H -0.0677 2.3782 0.9802  0.077

Values from the calculation:
* SMILES: [H]/N=C/CCSN=C=O

---

Energies, relative to the best one, in kcal/mol: (i) 19.4; (ii) 0.0; (iii) 15.0.